# 1
{
  "formula": "C16H29ClInN3O3P",
  "method": "ωB97M-V/def2-TZVPD",
  "charge": -1,
  "lumo_ev": 2.333,
  "homo_energy_ev": -3.928,
  "energy_ev": -54650.74140,
  "species": ["C", "C", "C", "C", "C", "C", "C", "In", "C", "C", "N", "P", "O", "Cl", "C", "H", "H", "H", "H", "H", "H", "H", "H", "H", "H", "H", "H", "H", "H", "H", "C", "O", "N", "C", "C", "H", "H", "H", "H", "H", "H", "H", "C", "O", "N", "C", "C", "H", "H", "H", "H", "H", "H", "H"],
  "xyz": [[8.283, 1.467, 1.700], [7.230, 0.618, 0.724], [7.450, -0.950, 0.280], [6.378, -1.780, -0.690], [5.032, -0.912, -1.166], [4.795, 0.649, -0.703], [3.438, 1.527, -1.132], [1.657, 0.217, -0.621], [-0.103, 1.562, 0.032], [-1.466, 0.803, -0.495], [-1.978, -0.371, 0.052], [2.082, -1.312, 1.421], [0.736, -2.397, 1.625], [2.014, -0.062, 3.189], [5.893, 1.453, 0.228], [7.593, 2.071, 2.464], [8.987, 0.692, 2.231], [8.860, 2.285, 1.073], [8.414, -1.534, 0.623], [6.545, -2.897, -1.040], [4.229, -1.447, -1.858], [3.488, 1.895, -2.242], [3.397, 2.474, -0.427], [1.264, -0.778, -2.081], [0.101, 2.602, -0.463], [-0.096, 1.620, 1.221], [-2.010, 1.283, -1.424], [-2.836, -0.593, -0.532], [0.932, -3.301, 1.225], [5.739, 2.590, 0.544], [-4.122, -1.999, -1.918], [-4.670, -0.924, -2.127], [-4.486, -3.204, -2.479], [-3.784, -4.435, -2.180], [-5.606, -3.243, -3.397], [-3.260, -2.082, -1.236], [-3.379, -4.845, -3.110], [-4.490, -5.146, -1.742], [-2.966, -4.261, -1.477], [-5.395, -2.581, -4.243], [-6.501, -2.881, -2.882], [-5.775, -4.261, -3.758], [-3.119, 2.842, 3.180], [-3.055, 3.646, 4.102], [-4.183, 2.702, 2.315], [-4.181, 1.724, 1.246], [-5.339, 3.558, 2.477], [-2.294, 2.142, 2.968], [-4.288, 2.244, 0.290], [-5.024, 1.042, 1.390], [-3.251, 1.148, 1.240], [-5.025, 4.602, 2.382], [-5.757, 3.406, 3.476], [-6.096, 3.332, 1.722]],
  "atomic_forces_ev_per_a": [[-1.380, -0.457, -0.649], [-2.562, -0.861, -1.854], [-2.694, 1.305, -1.354], [-1.069, 5.306, 1.285], [2.762, 1.042, 2.033], [2.276, -0.136, 0.752], [2.026, -0.030, 0.747], [-0.775, 0.479, -0.256], [-2.080, -0.475, 0.180], [0.091, -1.752, 1.374], [1.075, 4.471, -2.846], [0.223, -1.294, 0.467], [0.652, -0.351, -0.847], [-0.411, -0.509, -0.837], [0.981, -4.866, -1.120], [1.683, -1.531, -1.472], [-1.294, 1.830, -0.969], [-0.977, -1.922, 1.218], [-2.117, 1.448, -0.649], [-0.344, 2.669, 0.920], [1.830, 1.390, 1.699], [-0.010, -0.868, 2.035], [0.324, -1.823, -1.439], [0.114, 0.147, 0.466], [-0.910, -1.863, 0.980], [0.012, -0.137, -2.605], [1.135, -0.916, 1.659], [1.304, 0.759, 0.904], [0.080, 1.976, 0.928], [0.284, -2.829, -0.781], [-0.360, -0.439, -0.391], [0.154, -0.837, -0.032], [0.417, 1.011, 0.578], [-0.149, 0.139, -0.102], [-0.008, 0.330, 0.051], [-0.096, -0.326, -0.181], [0.071, -0.154, 0.154], [0.184, -0.127, -0.002], [-0.159, 0.071, -0.125], [-0.208, -0.093, 0.009], [-0.024, -0.040, -0.221], [0.116, 0.153, 0.127], [-0.560, 0.089, -0.296], [-0.380, -0.293, -0.560], [0.973, 0.102, 0.794], [-0.015, 0.132, 0.219], [0.256, 0.103, 0.272], [-0.133, -0.011, -0.113], [0.022, -0.229, -0.087], [0.052, -0.081, -0.198], [-0.271, 0.178, 0.072], [-0.223, -0.012, 0.068], [-0.108, 0.180, -0.100], [0.222, -0.048, 0.092]],
  "lowdin_charge": [-0.140, -0.202, -0.074, -0.067, -0.069, -0.229, -0.320, 0.359, -0.306, -0.306, -0.002, 0.321, -0.550, -0.039, -0.014, 0.082, 0.069, 0.074, 0.065, 0.072, 0.076, 0.040, 0.036, -0.103, 0.027, 0.039, 0.108, -0.020, 0.039, 0.099, -0.323, 0.004, -0.207, -0.063, -0.058, 0.108, 0.087, 0.085, 0.091, 0.091, 0.090, 0.084, -0.320, -0.011, -0.206, -0.071, -0.064, 0.133, 0.091, 0.089, 0.043, 0.088, 0.087, 0.082]
}



# 2
{
  "formula": "C26H43FN3O2P2PtS2Si2",
  "method": "ωB97M-V/def2-TZVPD",
  "e_above_lowest_kj_mol": 224.0,
  "lumo_ev": [-0.424, -0.584],
  "s2": 0.76,
  "spin_multiplicity": 2,
  "homo_energy_ev": [-6.382, -7.232],
  "energy_ev": -98194.55977,
  "species": ["Pt", "C", "Si", "C", "C", "C", "C", "C", "C", "C", "Si", "C", "C", "H", "H", "H", "H", "H", "H", "H", "H", "H", "H", "H", "H", "H", "H", "H", "H", "C", "C", "O", "P", "S", "S", "O", "C", "C", "H", "H", "H", "H", "H", "H", "H", "H", "H", "H", "C", "N", "C", "N", "C", "N", "C", "P", "C", "C", "H", "H", "H", "H", "H", "H", "H", "H", "H", "H", "H", "H", "H", "F", "C", "C", "C", "C", "C", "C", "H", "H", "H", "H"],
  "xyz": [[1.217, -0.541, 0.113], [1.129, -2.631, -2.968], [2.179, -1.439, -1.915], [2.839, -0.162, -3.145], [3.678, -2.461, -1.386], [4.409, -3.264, -2.271], [5.544, -3.942, -1.859], [5.967, -3.834, -0.537], [5.252, -3.044, 0.348], [4.106, -2.348, -0.061], [3.200, -1.201, 1.143], [2.947, -2.206, 2.708], [4.394, 0.187, 1.516], [1.788, -3.200, -3.629], [0.402, -2.118, -3.609], [0.600, -3.355, -2.343], [3.059, -0.604, -4.122], [3.766, 0.264, -2.752], [2.140, 0.665, -3.295], [4.094, -3.356, -3.307], [6.105, -4.548, -2.561], [6.852, -4.363, -0.204], [5.589, -2.974, 1.379], [3.922, -2.436, 3.152], [2.444, -3.149, 2.482], [2.357, -1.672, 3.452], [5.360, -0.259, 1.764], [4.069, 0.804, 2.356], [4.527, 0.836, 0.647], [-2.170, 2.523, 2.891], [-2.428, 3.566, 1.828], [-2.367, 2.976, 0.509], [-1.245, 3.367, -0.624], [0.625, 3.217, 0.318], [1.436, 1.648, -0.719], [-1.310, 5.002, -0.614], [-2.220, 5.677, -1.491], [-3.680, 5.434, -1.159], [-2.140, 2.996, 3.874], [-1.217, 2.027, 2.716], [-2.956, 1.766, 2.901], [-1.713, 4.387, 1.888], [-3.432, 3.984, 1.926], [-2.004, 5.390, -2.524], [-1.982, 6.734, -1.382], [-3.927, 4.372, -1.205], [-4.311, 5.967, -1.873], [-3.915, 5.791, -0.156], [-3.234, -1.255, -2.887], [-2.712, 0.011, -2.228], [-3.704, 0.437, -1.140], [-3.896, -0.616, -0.208], [-4.377, -1.811, -0.883], [-3.455, -2.275, -1.917], [-2.207, -2.783, -1.332], [-1.248, -1.526, -0.329], [-1.341, -0.215, -1.655], [-2.711, -0.862, 0.625], [-2.491, -1.570, -3.619], [-4.166, -0.994, -3.390], [-2.642, 0.765, -2.912], [-4.637, 0.675, -1.654], [-3.294, 1.322, -0.656], [-5.342, -1.590, -1.345], [-4.512, -2.608, -0.153], [-1.561, -3.165, -2.122], [-2.458, -3.627, -0.686], [-0.676, -0.474, -2.477], [-0.993, 0.730, -1.242], [-2.399, 0.068, 1.104], [-2.982, -1.564, 1.416], [-0.014, 0.607, 6.185], [0.193, 0.401, 4.862], [1.092, 1.198, 4.188], [1.288, 0.975, 2.828], [0.619, -0.030, 2.113], [-0.265, -0.812, 2.869], [-0.500, -0.606, 4.225], [1.625, 1.976, 4.720], [2.007, 1.602, 2.316], [-0.794, -1.635, 2.395], [-1.189, -1.223, 4.788]],
  "atomic_forces_ev_per_a": [[-0.522, -0.047, 0.571], [-0.135, -0.011, 0.011], [0.221, 0.212, 0.333], [-0.026, -0.031, -0.133], [0.036, -0.114, -0.226], [0.007, 0.021, 0.017], [-0.006, 0.018, 0.028], [-0.014, 0.003, -0.010], [-0.043, -0.021, 0.006], [0.224, 0.008, 0.143], [0.078, -0.534, -0.317], [-0.021, -0.001, 0.107], [-0.092, 0.272, 0.032], [-0.023, 0.031, -0.039], [-0.001, -0.016, 0.017], [0.030, -0.023, -0.005], [0.032, -0.019, 0.050], [-0.027, 0.049, -0.009], [0.011, -0.018, -0.026], [0.002, 0.012, 0.012], [-0.018, -0.013, 0.010], [-0.008, -0.002, -0.001], [0.017, 0.018, -0.027], [-0.016, -0.039, -0.033], [0.005, 0.012, 0.005], [0.014, 0.021, 0.029], [0.009, 0.010, 0.016], [0.068, -0.051, -0.028], [0.010, -0.018, 0.004], [0.002, -0.028, -0.090], [0.007, -0.013, -0.034], [0.005, -0.143, -0.039], [-0.096, 0.025, -0.021], [-0.242, 0.370, 0.440], [0.358, -0.304, -0.579], [-0.121, 0.062, 0.095], [0.013, 0.003, -0.023], [0.031, -0.021, 0.061], [-0.010, -0.018, -0.003], [0.089, 0.000, 0.017], [-0.041, 0.008, -0.010], [0.045, -0.010, 0.011], [0.014, 0.065, -0.007], [0.001, -0.049, -0.001], [0.025, 0.014, -0.045], [-0.012, 0.009, -0.028], [-0.001, 0.014, 0.011], [0.008, -0.012, -0.002], [-0.014, -0.062, 0.008], [-0.051, -0.039, 0.070], [0.064, 0.007, 0.057], [-0.119, 0.075, 0.097], [0.062, 0.000, -0.053], [-0.004, 0.005, -0.023], [0.068, -0.152, 0.213], [-0.113, 0.411, -0.434], [0.088, 0.009, 0.097], [0.054, -0.156, -0.067], [0.011, 0.017, -0.004], [-0.012, 0.031, 0.031], [0.002, 0.019, -0.010], [0.009, -0.011, -0.025], [0.013, 0.024, -0.023], [-0.004, 0.007, -0.009], [-0.013, 0.006, 0.005], [-0.006, 0.008, -0.038], [0.026, -0.007, -0.028], [0.006, -0.012, -0.026], [-0.015, 0.036, -0.061], [0.001, 0.019, 0.042], [0.004, 0.029, 0.009], [-0.014, 0.015, 0.017], [-0.025, -0.039, 0.007], [0.010, 0.054, -0.076], [-0.112, 0.040, 0.036], [0.239, -0.115, -0.042], [-0.077, 0.084, -0.092], [0.000, -0.004, 0.021], [0.003, -0.017, -0.008], [-0.043, 0.045, -0.031], [0.073, -0.030, 0.061], [0.002, 0.004, -0.009]],
  "mulliken_spin": [0.214, 0.017, 0.029, -0.006, -0.016, 0.007, 0.000, 0.001, 0.004, -0.014, 0.240, 0.041, -0.010, 0.001, 0.001, 0.000, 0.001, -0.001, 0.004, 0.000, 0.000, 0.001, 0.000, 0.006, -0.003, 0.006, 0.000, -0.001, 0.002, 0.001, -0.001, 0.002, 0.007, 0.026, 0.269, 0.001, 0.001, 0.000, 0.000, -0.001, 0.000, 0.001, 0.000, 0.000, 0.000, 0.000, 0.000, 0.000, 0.002, 0.008, -0.004, 0.002, 0.001, -0.001, -0.003, 0.018, 0.048, 0.003, 0.000, 0.000, -0.001, 0.000, -0.001, 0.000, 0.000, -0.002, 0.001, 0.013, -0.054, 0.002, -0.001, 0.001, 0.007, -0.005, 0.039, 0.038, 0.071, 0.005, 0.000, 0.001, -0.014, 0.000]
}



> What is the formula in the first record?

C16H29ClInN3O3P



> What is the formula in the second record?

C26H43FN3O2P2PtS2Si2